1.
{
  "formula": "C33H51F5N6S2SeSi2Tl",
  "method": "ωB97M-V with the def2-TZVPD basis set",
  "elements": ["Tl", "C", "C", "N", "N", "C", "N", "S", "C", "C", "C", "C", "C", "N", "H", "H", "H", "H", "H", "H", "H", "H", "H", "C", "C", "C", "C", "Si", "C", "C", "C", "C", "C", "C", "C", "C", "H", "H", "H", "H", "H", "H", "H", "H", "H", "H", "H", "H", "H", "H", "H", "H", "H", "H", "H", "H", "H", "H", "H", "H", "H", "H", "H", "F", "C", "C", "F", "C", "F", "C", "Se", "C", "F", "C", "F", "C", "N", "C", "N", "S", "H", "H", "H", "H", "H", "H", "C", "Si", "C", "C", "C", "C", "H", "H", "H", "H", "H", "H", "H", "H", "H"],
  "coordinates": [[0.0152, 0.6080, 0.0428], [4.6319, -0.3826, -0.8710], [3.1449, -0.3734, -0.6905], [2.4283, 0.6881, -0.6777], [3.0613, 1.8726, -0.8549], [2.2709, 2.9141, -0.9393], [2.9318, 4.0983, -1.1316], [0.5512, 3.0378, -0.8226], [2.4263, -1.6675, -0.6162], [3.1196, -2.8750, -0.5911], [2.4116, -4.0601, -0.6801], [1.0334, -4.0133, -0.8025], [0.4174, -2.7724, -0.7701], [1.0923, -1.6364, -0.6530], [4.9757, 0.6262, -1.0717], [4.9094, -1.0289, -1.7058], [5.1257, -0.7557, 0.0312], [3.8759, 4.0062, -1.4716], [2.3850, 4.8592, -1.4944], [4.1969, -2.8826, -0.5146], [2.9343, -5.0083, -0.6757], [0.4423, -4.9115, -0.9150], [-0.6596, -2.6687, -0.8377], [0.3651, 3.6198, 3.0577], [-0.6083, 2.4422, 3.2216], [-1.0636, 2.4189, 4.6898], [-1.8204, 2.7694, 2.3395], [0.2077, 0.7733, 2.6724], [-0.8518, -0.7491, 3.2779], [-0.6450, -1.0940, 4.7601], [-2.3501, -0.4853, 3.0556], [-0.5367, -2.0035, 2.4472], [2.0344, 0.6416, 3.3041], [2.1607, 0.9574, 4.8032], [2.9769, 1.5929, 2.5521], [2.5760, -0.7755, 3.0671], [-0.1792, 4.5512, 3.2535], [0.7632, 3.6818, 2.0431], [1.1953, 3.5745, 3.7633], [-1.4519, 3.4092, 4.9564], [-0.2487, 2.1901, 5.3786], [-1.8631, 1.7003, 4.8670], [-2.2352, 3.7373, 2.6461], [-2.6185, 2.0325, 2.4073], [-1.5450, 2.8646, 1.2898], [-0.8124, -0.2393, 5.4172], [0.3563, -1.4794, 4.9563], [-1.3561, -1.8776, 5.0497], [-2.7416, 0.3010, 3.6995], [-2.9047, -1.4037, 3.2870], [-2.5694, -0.2252, 2.0178], [0.5142, -2.2901, 2.4645], [-0.8344, -1.8668, 1.4082], [-1.1188, -2.8474, 2.8395], [1.9393, 2.0039, 5.0147], [3.1950, 0.7741, 5.1197], [1.5116, 0.3436, 5.4272], [2.7020, 2.6398, 2.6516], [3.0233, 1.3674, 1.4906], [3.9897, 1.4771, 2.9590], [2.0792, -1.5231, 3.6854], [3.6434, -0.7974, 3.3187], [2.4763, -1.0775, 2.0216], [3.2396, -2.5704, -6.7478], [2.7887, -1.6239, -5.8749], [3.4485, -0.3251, -5.7178], [3.9718, 0.1662, -4.5906], [2.0547, -0.2555, -6.1492], [1.6420, 0.2440, -7.3318], [1.1090, -0.4477, -4.9830], [0.7883, 0.8309, -3.6204], [0.4624, -1.7478, -5.1819], [0.0363, -2.1909, -6.3887], [1.8507, -1.9221, -4.7847], [2.2578, -2.4244, -3.6049], [-1.6919, 3.4890, -4.7536], [-2.1143, 3.6093, -3.3721], [-2.6038, 2.6105, -2.6218], [-2.7481, 1.4071, -3.2219], [-3.0410, 2.8716, -1.0143], [-1.3170, 4.4561, -5.0810], [-2.5366, 3.2104, -5.3885], [-0.8859, 2.7588, -4.8655], [-1.8725, 4.4331, -2.8497], [-2.0878, 1.1985, -3.9612], [-2.8555, 0.6519, -2.5554], [-3.8403, -3.6604, 0.3627], [-4.1518, -2.3036, -0.8925], [-4.2638, -3.0612, -2.5976], [-5.7526, -1.4333, -0.4890], [-2.7537, -1.1457, -0.8025], [-1.7895, -0.4077, -0.6941], [-4.6165, -4.4291, 0.3254], [-3.8152, -3.2463, 1.3732], [-2.8756, -4.1399, 0.1795], [-5.1026, -3.7599, -2.6527], [-3.3495, -3.6042, -2.8466], [-4.4104, -2.2939, -3.3606], [-6.5973, -2.1243, -0.5516], [-5.9310, -0.6076, -1.1809], [-5.7218, -1.0159, 0.5195]],
  "forces_ev_per_a": [[0.1, 0.3, 0.5], [0.0, 0.0, 0.0], [0.0, 0.0, 0.0], [0.0, -0.1, -0.1], [-0.1, 0.0, 0.0], [0.1, 0.0, 0.0], [0.0, 0.0, 0.1], [-0.2, -0.2, -0.1], [0.0, 0.1, -0.1], [0.0, 0.0, 0.0], [0.0, 0.0, 0.0], [0.0, 0.0, 0.0], [0.0, 0.0, 0.1], [0.0, 0.0, 0.0], [0.0, 0.0, 0.0], [0.0, 0.0, 0.0], [0.0, 0.0, 0.0], [0.0, 0.0, 0.0], [0.0, 0.0, 0.0], [0.0, 0.0, 0.0], [0.0, 0.0, 0.0], [0.0, 0.0, 0.0], [0.0, 0.0, 0.0], [0.0, 0.0, 0.0], [0.0, 0.0, 0.0], [0.0, 0.0, 0.0], [0.0, 0.0, 0.0], [-0.2, -0.2, -0.1], [0.0, 0.0, 0.0], [0.0, 0.0, 0.0], [0.0, 0.0, 0.0], [0.0, 0.0, 0.0], [0.0, 0.0, 0.0], [0.0, 0.0, 0.0], [0.0, 0.0, 0.0], [0.0, 0.0, 0.0], [0.0, 0.0, 0.0], [0.0, 0.0, 0.0], [0.0, 0.0, 0.0], [0.0, 0.0, 0.0], [0.0, 0.0, 0.0], [0.0, 0.0, 0.0], [0.0, 0.0, 0.0], [0.0, 0.0, 0.0], [0.0, 0.0, 0.0], [0.0, 0.0, 0.0], [0.0, 0.0, 0.0], [0.0, 0.0, 0.0], [0.0, 0.0, 0.0], [0.0, 0.0, 0.0], [0.0, 0.0, 0.0], [0.0, 0.0, 0.0], [0.0, 0.0, 0.0], [0.0, 0.0, 0.0], [0.0, 0.0, 0.0], [0.0, 0.0, 0.0], [0.0, 0.0, 0.0], [0.0, 0.0, 0.0], [0.0, 0.0, 0.0], [0.0, 0.0, 0.0], [0.0, 0.0, 0.0], [0.0, 0.0, 0.0], [0.0, 0.0, 0.0], [-0.1, 0.0, 0.0], [0.3, 0.2, -0.1], [-0.4, -0.1, 0.2], [0.2, 0.0, -0.2], [0.1, 0.0, 0.2], [0.1, 0.0, 0.0], [-0.2, 0.0, -0.1], [-0.1, -0.1, -0.2], [0.4, 0.2, -0.1], [-0.2, 0.0, 0.1], [-0.2, -0.2, 0.0], [0.0, 0.0, 0.0], [0.0, 0.0, 0.0], [0.0, 0.0, 0.0], [0.0, 0.0, 0.1], [0.0, 0.1, 0.0], [-0.1, 0.1, 0.0], [0.0, 0.0, 0.0], [0.0, 0.0, 0.0], [0.0, 0.0, 0.0], [-0.1, 0.0, 0.0], [0.1, -0.1, 0.0], [0.0, 0.0, 0.0], [0.0, 0.0, 0.0], [-0.1, -0.1, 0.0], [0.0, 0.0, -0.1], [0.0, 0.1, 0.0], [0.1, 0.1, -0.1], [0.1, 0.0, -0.1], [0.0, 0.0, 0.0], [0.0, 0.0, 0.0], [0.0, 0.0, 0.0], [0.0, 0.0, 0.0], [0.0, 0.0, 0.0], [0.0, 0.0, 0.0], [0.0, 0.0, 0.0], [0.0, 0.0, 0.0], [0.0, 0.0, 0.0]],
  "mulliken_charge": [0.641, -2.263, 0.184, 1.774, -1.463, 0.532, -0.514, -0.427, 0.596, -0.922, -0.960, -1.044, -0.364, 1.178, 0.420, 0.425, 0.325, 0.243, 0.249, 0.591, 0.433, 0.516, 0.173, -2.011, 3.060, -1.847, -1.555, -2.618, 2.995, -1.991, -2.191, -1.378, 3.135, -1.917, -1.713, -2.388, 0.644, 0.159, 0.311, 0.538, 0.310, 0.305, 0.546, 0.328, -0.094, 0.297, 0.366, 0.546, 0.310, 0.527, 0.274, 0.172, -0.143, 0.672, 0.329, 0.549, 0.316, 0.312, 0.144, 0.533, 0.298, 0.598, 0.461, -0.365, 0.484, -0.763, -0.080, 0.377, -0.404, 0.674, -0.477, -0.097, -0.312, 0.334, -0.089, -0.751, -0.058, 0.316, -0.343, -0.323, 0.350, 0.298, 0.127, 0.270, 0.247, -0.027, -0.878, -0.286, -1.072, -1.033, 0.200, 0.400, 0.409, 0.206, 0.251, 0.300, 0.329, 0.316, 0.324, 0.328, 0.305],
  "charge": -1,
  "gap_ev": [6.15, 5.82],
  "relative_energy_kcal_mol": 0.0
}


2.
{
  "formula": "C25H18CuNO5Si",
  "method": "ωB97M-V with the def2-TZVPD basis set",
  "elements": ["Cu", "O", "C", "C", "C", "N", "C", "C", "C", "O", "O", "C", "O", "O", "H", "H", "H", "C", "C", "C", "C", "C", "C", "Si", "C", "C", "C", "C", "C", "C", "C", "C", "C", "C", "C", "C", "H", "H", "H", "H", "H", "H", "H", "H", "H", "H", "H", "H", "H", "H", "H"],
  "coordinates": [[-1.4200, -0.3996, -0.4007], [-7.5106, -0.4146, 0.0711], [-6.1623, -0.5038, -0.1667], [-5.4212, -1.5904, 0.2672], [-4.0599, -1.6022, 0.0173], [-3.4600, -0.6074, -0.6422], [-4.1799, 0.4410, -1.0599], [-5.5457, 0.5273, -0.8490], [-3.4060, 1.5881, -1.7306], [-4.0664, 2.3229, -2.4888], [-2.2057, 1.6505, -1.3753], [-3.1636, -2.7336, 0.5533], [-3.7465, -3.8061, 0.8096], [-1.9674, -2.3990, 0.7041], [-7.7629, -1.1961, 0.5751], [-5.8639, -2.4312, 0.7914], [-6.0942, 1.3838, -1.2158], [1.6049, 2.7805, 3.6277], [0.3249, 2.3384, 3.3159], [0.1231, 1.5026, 2.2187], [1.1832, 1.0851, 1.4051], [2.4594, 1.5507, 1.7422], [2.6764, 2.3828, 2.8337], [0.8218, -0.0542, -0.1154], [1.9856, -1.5431, 0.2466], [2.2634, -2.4582, -0.7808], [2.9891, -3.6207, -0.5571], [3.4559, -3.9162, 0.7201], [3.1914, -3.0329, 1.7571], [2.4698, -1.8658, 1.5182], [1.8210, 0.8898, -1.4610], [3.1617, 0.6670, -1.7901], [3.8009, 1.3920, -2.7933], [3.1053, 2.3677, -3.4963], [1.7681, 2.6073, -3.1901], [1.1342, 1.8734, -2.1932], [1.7671, 3.4334, 4.4779], [-0.5183, 2.6478, 3.9245], [-0.8815, 1.1672, 1.9750], [3.3068, 1.2565, 1.1270], [3.6790, 2.7274, 3.0667], [1.8926, -2.2521, -1.7821], [3.1795, -4.3087, -1.3744], [4.0027, -4.8336, 0.9063], [3.5436, -3.2567, 2.7588], [2.2754, -1.1887, 2.3439], [3.7213, -0.0927, -1.2511], [4.8424, 1.1955, -3.0279], [3.5959, 2.9274, -4.2852], [1.2120, 3.3582, -3.7415], [0.0775, 2.0434, -1.9862]],
  "forces_ev_per_a": [[0.5, -0.1, -0.1], [-0.1, -0.1, 0.1], [0.0, 0.0, 0.0], [-0.1, -0.1, 0.0], [0.0, 0.1, -0.2], [-0.1, 0.2, 0.3], [0.0, -0.2, -0.1], [0.0, 0.0, -0.1], [0.0, 0.1, 0.2], [0.1, 0.0, 0.0], [-0.2, 0.2, -0.3], [0.0, 0.1, 0.2], [0.1, 0.1, 0.0], [-0.2, -0.4, 0.0], [0.0, 0.0, 0.0], [0.1, 0.0, 0.0], [0.0, 0.0, 0.0], [-0.1, -0.1, -0.1], [0.1, 0.0, -0.1], [0.1, 0.0, 0.0], [-0.1, 0.1, 0.1], [0.0, 0.0, 0.0], [-0.1, 0.0, 0.0], [0.0, 0.0, 0.1], [0.0, -0.2, 0.0], [0.1, 0.0, 0.1], [0.0, 0.1, 0.0], [-0.1, 0.0, 0.0], [0.0, 0.0, -0.1], [0.1, 0.0, -0.1], [-0.1, 0.0, -0.2], [0.0, 0.1, 0.0], [-0.1, 0.0, 0.0], [-0.1, 0.0, 0.1], [0.1, -0.1, 0.0], [0.0, 0.0, 0.0], [0.0, 0.0, 0.0], [0.0, 0.0, 0.0], [0.0, 0.0, 0.0], [0.0, 0.0, 0.0], [0.0, 0.0, 0.0], [0.0, 0.0, 0.0], [0.0, 0.0, 0.0], [0.0, 0.0, 0.0], [0.0, 0.0, 0.0], [0.0, 0.0, 0.0], [0.0, 0.0, 0.0], [0.0, 0.0, 0.0], [0.0, 0.0, 0.0], [0.0, 0.0, 0.0], [0.1, 0.0, 0.0]],
  "mulliken_charge": [-0.343, -0.553, 1.390, -0.526, 0.159, -0.430, 0.450, -0.673, 0.090, -0.777, -0.630, 0.208, -0.788, -0.576, 0.275, 0.379, 0.486, -0.335, -0.576, -0.455, -0.272, 0.342, -0.746, 0.625, 0.343, -0.299, -0.568, -0.353, -0.584, -0.224, 0.264, 0.113, -0.688, -0.302, -0.590, -0.729, 0.329, 0.359, 0.196, 0.317, 0.352, 0.362, 0.331, 0.335, 0.355, 0.295, 0.289, 0.341, 0.334, 0.398, 0.299],
  "charge": -2,
  "gap_ev": 5.60,
  "relative_energy_kcal_mol": 5.8
}


3.
{
  "formula": "C5H6ClFOS",
  "method": "ωB97M-V with the def2-TZVPD basis set",
  "elements": ["C", "C", "C", "C", "C", "O", "F", "S", "Cl", "H", "H", "H", "H", "H", "H"],
  "coordinates": [[-3.8045, -0.1095, -0.2453], [-0.0965, -0.6859, 0.2329], [-0.4538, 0.0227, -1.0782], [0.0699, 0.7584, 0.8889], [-0.5009, 1.2745, -0.3766], [-3.3548, -0.6140, -1.1950], [-0.5353, 2.4608, -0.8675], [-3.5575, 1.4070, 0.3141], [-4.8785, -1.1809, 0.8160], [-1.0547, -1.2725, 0.3709], [0.7711, -1.2779, 0.2575], [0.0266, -0.1474, -2.0368], [-1.4658, -0.2014, -1.5606], [-0.6616, 1.0598, 1.8218], [1.0103, 1.0835, 1.0648]],
  "forces_ev_per_a": [[-1.1, -0.2, 2.0], [-2.4, 0.6, -0.3], [-1.5, -0.2, -1.8], [-6.4, -0.7, 2.0], [0.4, 0.1, -0.9], [1.2, -2.1, -3.1], [0.0, 0.0, 0.4], [1.1, 2.1, 0.9], [-0.1, 0.0, 0.0], [1.4, 0.6, 1.2], [1.0, -0.7, 0.0], [1.1, 0.6, 0.0], [0.1, -0.1, 1.2], [2.0, -0.9, -2.1], [3.2, 1.0, 0.5]],
  "mulliken_charge": [0.457, -0.422, -0.131, -0.373, 0.139, -0.534, -0.219, -0.364, -0.259, 0.198, 0.347, 0.390, 0.108, 0.259, 0.405],
  "charge": 0,
  "gap_ev": [6.20, 6.19]
}


| no. | E_tot (eV) | F_max (Eh/bohr) |
| --- | --- | --- |
| 1 | -165038.33245 | 0.01085 |
| 2 | -90465.62787 | 0.00903 |
| 3 | -33400.87506 | 0.13120 |